{
  "formula": "C56H132F10N7O22P3S10",
  "method": "ωB97M-V/def2-TZVPD",
  "multiplicity": 2,
  "homo_ha": [-0.0632, -0.2104],
  "e_tot_ha": -10255.60904,
  "total_charge": -1,
  "max_force_ha_per_bohr": 0.329,
  "symbols": ["C", "C", "C", "O", "C", "N", "H", "H", "H", "H", "H", "H", "H", "H", "H", "H", "H", "H", "C", "C", "C", "O", "C", "N", "H", "H", "H", "H", "H", "H", "H", "H", "H", "H", "H", "H", "C", "C", "C", "C", "P", "C", "C", "C", "C", "C", "C", "C", "C", "C", "C", "C", "C", "H", "H", "H", "H", "H", "H", "H", "H", "H", "H", "H", "H", "H", "H", "H", "H", "H", "H", "H", "H", "H", "H", "H", "H", "H", "H", "H", "H", "H", "H", "H", "H", "H", "H", "H", "H", "C", "C", "C", "C", "P", "C", "C", "C", "C", "C", "C", "C", "C", "C", "C", "C", "C", "H", "H", "H", "H", "H", "H", "H", "H", "H", "H", "H", "H", "H", "H", "H", "H", "H", "H", "H", "H", "H", "H", "H", "H", "H", "H", "H", "H", "H", "H", "H", "H", "H", "H", "H", "H", "C", "C", "C", "C", "P", "C", "C", "C", "C", "C", "C", "C", "C", "C", "C", "C", "C", "H", "H", "H", "H", "H", "H", "H", "H", "H", "H", "H", "H", "H", "H", "H", "H", "H", "H", "H", "H", "H", "H", "H", "H", "H", "H", "H", "H", "H", "H", "H", "H", "H", "H", "H", "H", "N", "S", "O", "O", "F", "S", "O", "O", "F", "N", "S", "O", "O", "F", "S", "O", "O", "F", "N", "S", "O", "O", "F", "S", "O", "O", "F", "N", "S", "O", "O", "F", "S", "O", "O", "F", "N", "S", "O", "O", "F", "S", "O", "O", "F"],
  "coordinates": [[0.46050, 4.93494, -1.22787], [0.49475, 3.64696, -0.39368], [-0.92239, 2.85535, -0.35447], [-0.72410, 1.68898, 0.39906], [-1.88628, 0.84073, 0.39673], [1.61268, 2.67194, -0.88642], [1.48030, 2.42989, -1.85801], [2.41966, 3.26050, -0.73657], [1.66290, 1.85217, -0.29858], [0.28735, 4.69274, -2.27643], [1.35654, 5.55516, -1.20469], [-0.36559, 5.62344, -1.04999], [0.88324, 4.01106, 0.55743], [-1.25521, 2.63291, -1.36830], [-1.66102, 3.44176, 0.19200], [-1.57166, -0.11405, 0.81804], [-2.33228, 0.74302, -0.59304], [-2.64872, 1.14268, 1.11478], [3.25482, 7.58468, 0.58770], [2.38229, 7.06633, 1.67982], [3.10138, 6.87921, 3.03065], [3.57932, 8.15576, 3.54203], [4.09877, 8.11873, 4.89290], [1.35510, 8.10764, 1.89466], [1.69441, 8.87077, 2.46265], [0.88037, 8.50660, 1.09744], [0.60587, 7.68867, 2.42686], [3.65926, 8.59468, 0.65426], [2.73964, 7.54513, -0.37204], [4.04366, 6.87093, 0.35021], [1.87278, 6.14885, 1.38534], [3.95465, 6.20149, 3.00339], [2.46250, 6.48393, 3.82039], [4.79717, 8.91660, 5.14535], [4.70688, 7.26670, 5.19674], [3.38969, 8.30506, 5.69949], [-6.70566, -8.95583, 0.85289], [-5.44809, -9.52941, 0.27342], [-5.02301, -9.07187, -1.08111], [-4.18211, -7.74357, -0.98034], [-4.09628, -7.04725, -2.68023], [-5.74140, -6.48014, -3.32279], [-6.63319, -5.87831, -2.21282], [-7.97327, -5.50253, -2.61797], [-8.13584, -4.61786, -3.80239], [-3.43926, -8.27304, -3.79794], [-4.39666, -9.27901, -4.53517], [-3.71731, -10.49505, -5.14811], [-3.08514, -11.49596, -4.22887], [-2.93467, -5.67403, -2.70028], [-3.43862, -4.23070, -2.25406], [-2.34851, -3.20683, -1.89469], [-2.92749, -2.11925, -0.95119], [-6.51788, -7.88212, 0.85213], [-6.81023, -9.23052, 1.90252], [-7.59335, -9.24127, 0.28841], [-5.60835, -10.60241, 0.16805], [-4.61421, -9.43440, 0.96892], [-5.93135, -8.89206, -1.65618], [-4.32988, -9.81582, -1.47379], [-3.16808, -7.82222, -0.58833], [-4.63883, -7.06561, -0.25932], [-6.15831, -7.39029, -3.75397], [-5.56432, -5.75860, -4.12036], [-6.07604, -5.04693, -1.78098], [-6.72678, -6.65613, -1.45497], [-8.47609, -4.95895, -1.81812], [-8.56905, -6.31426, -3.03540], [-7.51952, -4.95685, -4.63505], [-7.73033, -3.66397, -3.46509], [-9.20447, -4.66747, -4.01135], [-2.69480, -8.85787, -3.25772], [-2.81137, -7.84610, -4.57998], [-4.69927, -8.67225, -5.38861], [-5.31462, -9.53651, -4.00681], [-3.03915, -10.12432, -5.91672], [-4.47704, -11.09883, -5.64447], [-3.68034, -11.43434, -3.31780], [-2.13689, -11.23923, -3.75664], [-3.19167, -12.53264, -4.54830], [-2.73046, -5.63731, -3.77035], [-2.04497, -6.10278, -2.23909], [-4.03680, -4.43930, -1.36707], [-4.05166, -3.79605, -3.04360], [-1.93260, -2.72731, -2.78079], [-1.53100, -3.81184, -1.50258], [-3.08709, -2.51479, 0.05189], [-3.95230, -1.84438, -1.20083], [-2.20284, -1.30516, -0.93494], [-5.17530, -0.24572, 2.31169], [-4.34438, -0.86552, 3.45641], [-3.39352, 0.17812, 4.07974], [-2.72738, -0.47154, 5.37251], [-1.73840, 0.67473, 6.39147], [-0.91106, 1.97074, 5.32769], [0.04922, 1.30331, 4.26025], [0.21458, 2.32180, 3.05738], [1.18688, 3.28764, 3.50546], [-2.99543, 1.58407, 7.46634], [-2.47505, 2.83769, 8.14670], [-3.47792, 3.23311, 9.27890], [-4.81936, 3.62816, 8.73178], [-0.30957, -0.19525, 7.18190], [0.47647, -1.25524, 6.29110], [1.94805, -1.10705, 6.38041], [2.40797, -1.26122, 7.84751], [-5.72281, 0.65842, 2.57789], [-5.86360, -1.03371, 2.00608], [-4.52973, -0.09107, 1.44715], [-3.78380, -1.70366, 3.04244], [-4.93178, -1.22493, 4.30132], [-3.99504, 1.06867, 4.26192], [-2.62558, 0.50153, 3.37705], [-2.09089, -1.29501, 5.04869], [-3.34214, -1.02929, 6.07898], [-0.37511, 2.57943, 6.05595], [-1.72408, 2.54065, 4.87791], [-0.32843, 0.34793, 3.89593], [0.99109, 1.01328, 4.72593], [-0.80314, 2.58583, 2.76993], [0.54774, 1.78828, 2.16717], [1.57552, 3.97387, 2.75303], [2.08693, 2.80714, 3.88904], [0.77121, 3.97939, 4.23812], [-3.06685, 0.80507, 8.22539], [-3.83263, 1.68617, 6.77586], [-2.39713, 3.63657, 7.40926], [-1.47616, 2.72073, 8.56698], [-3.20599, 4.11405, 9.86038], [-3.46138, 2.33257, 9.89279], [-4.74588, 4.43824, 8.00620], [-5.56302, 3.86461, 9.49281], [-5.28724, 2.74452, 8.29775], [-0.50479, -0.41323, 8.23190], [0.28583, 0.70290, 7.34598], [0.18343, -1.29208, 5.24188], [0.19052, -2.20765, 6.73752], [2.29803, -0.24894, 5.80658], [2.46174, -1.96216, 5.94111], [2.09484, -2.24239, 8.20436], [1.89632, -0.64043, 8.58299], [3.49466, -1.17791, 7.83104], [3.72988, -3.14419, -8.07617], [3.32975, -1.71318, -7.89965], [4.32957, -1.04494, -6.86178], [3.75474, -1.00436, -5.46960], [4.77920, -0.25803, -4.16087], [3.88529, -0.40841, -2.66951], [4.75040, -0.09417, -1.37657], [4.28909, -0.53397, 0.05803], [3.08480, 0.15133, 0.56402], [6.47572, -1.09762, -4.14903], [6.31958, -2.64526, -3.97315], [7.67107, -3.39868, -3.97051], [8.50998, -3.01348, -2.76775], [5.04514, 1.43352, -4.80472], [3.77601, 2.30720, -4.96691], [4.20393, 3.72762, -5.49599], [4.59262, 3.68066, -6.98174], [3.85900, -3.71743, -7.15812], [4.72793, -3.24498, -8.50259], [2.98618, -3.54312, -8.76600], [2.28049, -1.62009, -7.61951], [3.38059, -1.43494, -8.95232], [4.60489, -0.03655, -7.17077], [5.22062, -1.67138, -6.90294], [3.57854, -2.03943, -5.17688], [2.81452, -0.45374, -5.49934], [3.49635, -1.42590, -2.63005], [3.03385, 0.25017, -2.84106], [4.92741, 0.97406, -1.25147], [5.74083, -0.54677, -1.42469], [5.09555, -0.31923, 0.75916], [4.14685, -1.61458, 0.07059], [3.32270, 1.21393, 0.61285], [2.85239, -0.23016, 1.55828], [2.18186, 0.03843, -0.03604], [6.91169, -0.63038, -3.26603], [7.10615, -0.83782, -4.99942], [5.72051, -3.12589, -4.74658], [5.89173, -2.91255, -3.00692], [8.23426, -3.19884, -4.88210], [7.63357, -4.48369, -4.06772], [8.87921, -1.99015, -2.83540], [9.42137, -3.60745, -2.83611], [7.96567, -3.02144, -1.82343], [5.81604, 1.44972, -5.57515], [5.58527, 1.99878, -4.04522], [3.28683, 2.46463, -4.00566], [3.02349, 1.81704, -5.58463], [5.06178, 4.05792, -4.91025], [3.37769, 4.42725, -5.36973], [5.45060, 3.00974, -7.02462], [4.90874, 4.61729, -7.44097], [3.84697, 3.18755, -7.60541], [0.64258, 1.80044, -3.32043], [-0.02611, 0.24818, -3.26640], [0.75137, -0.83655, -3.78961], [-1.45976, 0.03349, -3.01298], [0.56273, 0.01372, -1.77006], [-0.02995, 2.13402, -4.55180], [-1.41544, 2.55601, -4.42417], [0.34586, 1.48988, -5.84217], [0.78112, 3.60547, -4.84682], [-0.99490, 7.27911, 3.38850], [-1.87671, 5.98793, 2.70563], [-2.94648, 6.54749, 1.90421], [-2.03416, 4.67315, 3.41142], [-0.82211, 5.56290, 1.56685], [-1.27578, 7.00093, 4.87644], [-0.42734, 5.99377, 5.53578], [-2.61131, 7.27628, 5.32380], [-0.50037, 8.36677, 5.38109], [0.04176, 9.60443, -0.16631], [1.01901, 10.79520, -0.77932], [0.30850, 12.02089, -1.19183], [2.20822, 10.34575, -1.58814], [1.63893, 11.31335, 0.66411], [-0.30461, 8.95371, -1.48093], [0.62903, 7.97818, -2.02113], [-1.12413, 9.75538, -2.40477], [-1.41210, 7.91159, -0.82731], [-0.15592, -4.59198, 2.09537], [-0.59799, -3.35936, 2.60410], [-0.76626, -3.23922, 4.06476], [-1.22175, -2.35270, 1.72678], [0.86489, -2.68369, 2.53979], [-1.77450, -5.27210, 2.24739], [-2.95198, -4.64438, 1.62241], [-1.96673, -6.02540, 3.48813], [-1.57889, -6.52761, 1.23084], [4.05810, 4.12704, -0.36306], [5.18555, 4.35194, -1.24277], [5.74266, 3.18473, -1.88238], [5.99393, 5.56963, -1.13322], [4.25787, 4.82688, -2.48897], [5.07482, 3.82400, 0.90414], [5.65500, 4.97744, 1.58692], [5.80989, 2.58542, 0.97059], [3.87729, 3.44826, 1.89229]]
}